Entry A
This record from the OMol25 dataset describes a 5-piece molecular cluster, C2H13NO5 overall. The level of theory is ωB97M-V with the def2-TZVPD basis set.

Output
HOMO-LUMO gap = 9.70 eV
multiplicity = 1

Last column: natural (NBO) charge in e.
Element x y z (Å)
N (-1.954, -0.235, 0.263)  -0.86
C (-1.501, 0.365, 1.491)  -0.33
C (-1.811, -0.543, 2.706)  0.43
O (-1.770, -1.738, 2.634)  -0.52
H (-1.229, -0.735, -0.214)  0.37
H (-2.851, -0.686, 0.273)  0.38
H (-1.905, 1.352, 1.731)  0.19
H (-0.412, 0.425, 1.456)  0.24
H (-2.022, 0.003, 3.645)  0.10
O (1.260, 1.384, -0.663)  -0.97
H (0.487, 1.425, -1.256)  0.49
H (1.187, 0.508, -0.265)  0.47
O (1.177, -1.633, 0.465)  -0.96
H (0.784, -2.489, 0.677)  0.49
H (2.100, -1.788, 0.698)  0.48
O (-0.608, 0.542, -2.653)  -0.94
H (-0.018, -0.071, -2.209)  0.47
H (-1.407, 0.560, -2.107)  0.49
O (3.688, 1.096, -2.577)  -0.95
H (2.892, 1.591, -2.350)  0.48
H (3.914, 0.668, -1.746)  0.46

Entry B
This record from the OMol25 dataset describes a 5-piece molecular cluster, C2H13NO5 overall. The level of theory is ωB97M-V with the def2-TZVPD basis set.

Output
HOMO-LUMO gap = 10.97 eV
multiplicity = 1

Last column: natural (NBO) charge in e.
Element x y z (Å)
C (1.831, -0.012, -1.189)  -0.71
C (0.565, -0.774, -0.899)  0.70
N (-0.566, -0.263, -1.381)  -0.82
O (0.562, -1.796, -0.224)  -0.69
H (1.623, 0.736, -1.911)  0.23
H (2.457, -0.752, -1.685)  0.24
H (2.351, 0.355, -0.322)  0.24
H (-1.378, -0.857, -1.295)  0.41
H (-0.806, 0.682, -1.625)  0.44
O (-1.920, -2.228, 0.294)  -1.02
H (-0.951, -2.391, 0.018)  0.50
H (-2.305, -3.085, 0.242)  0.47
O (-0.419, -0.633, 2.297)  -0.96
H (0.141, -1.380, 2.311)  0.48
H (-1.027, -0.924, 1.600)  0.50
O (0.264, 1.947, 2.010)  -1.00
H (0.999, 1.811, 2.594)  0.47
H (-0.198, 1.061, 1.887)  0.51
O (-0.269, 2.632, -1.220)  -0.97
H (0.153, 2.712, -0.365)  0.50
H (-1.108, 3.159, -1.136)  0.48

Stability summary - winner: entry B; margin: 36.7 kcal/mol.

Entry A
This record from the OMol25 dataset describes a 2-piece molecular cluster, C2H4N2S overall. The level of theory is ωB97M-V with the def2-TZVPD basis set.

Output
HOMO-LUMO gap = 8.95 eV
multiplicity = 1

Last column: natural (NBO) charge in e.
Element x y z (Å)
C (2.016, 0.798, -0.479)  0.16
N (2.236, -0.273, -0.023)  -0.41
S (2.220, -1.814, 0.254)  0.00
H (2.216, 1.611, -1.110)  0.24
C (-1.305, -0.465, 0.189)  -0.01
N (-0.588, 0.297, -0.481)  -0.64
H (-1.318, -0.179, 1.310)  0.17
H (-2.143, -1.059, -0.183)  0.15
H (-0.825, 0.512, -1.435)  0.35

Entry B
This record from the OMol25 dataset describes a 2-piece molecular cluster, C2H4N2S overall. The level of theory is ωB97M-V with the def2-TZVPD basis set.

Output
HOMO-LUMO gap (alpha / beta) = 7.34 / 7.34 eV
multiplicity = 1

Last column: natural (NBO) charge in e.
Element x y z (Å)
C (2.815, -0.523, -0.200)  0.01
C (-1.411, -0.074, -0.275)  -0.41
N (3.705, -1.202, -0.299)  -0.53
N (-0.419, 0.515, 0.592)  -0.68
S (0.827, 1.410, 0.019)  0.55
H (-2.041, 0.624, -0.910)  0.21
H (-0.923, -0.686, -0.927)  0.22
H (-2.028, -0.567, 0.330)  0.21
H (-0.525, 0.503, 1.671)  0.42

Stability summary - winner: entry A; margin: 15.7 kcal/mol.

Entry A
This record from the OMol25 dataset describes the molecule C2H4N2S. The level of theory is ωB97M-V with the def2-TZVPD basis set.

Output
HOMO-LUMO gap = 8.34 eV
multiplicity = 1

Last column: natural (NBO) charge in e.
Element x y z (Å)
H (-1.854, 0.126, 1.024)  0.34
N (-1.221, -0.590, 1.085)  -0.70
C (-0.264, -0.277, 0.295)  0.42
N (0.947, -0.892, 0.241)  -0.83
C (-0.240, 0.923, -0.896)  -0.37
S (0.936, 1.955, -1.077)  0.13
H (1.181, -1.788, 0.758)  0.40
H (1.765, -0.413, 0.014)  0.40
H (-1.249, 0.956, -1.444)  0.21

Entry B
This record from the OMol25 dataset describes the molecule C2H4N2S. The level of theory is ωB97M-V with the def2-TZVPD basis set.

Output
HOMO-LUMO gap = 8.42 eV
multiplicity = 1

Last column: natural (NBO) charge in e.
Element x y z (Å)
H (2.041, 0.464, -0.667)  0.30
N (2.067, -0.747, -0.339)  -0.56
C (0.737, -0.786, 0.198)  0.22
N (-0.069, 0.384, 0.195)  -0.65
C (-1.296, 0.483, -0.205)  -0.03
S (-2.529, -0.694, -0.116)  -0.15
H (0.051, -1.774, 0.625)  0.24
H (0.555, 1.074, 0.615)  0.42
H (-1.557, 1.596, -0.306)  0.20

Stability summary - winner: entry A; margin: 43.8 kcal/mol.

Entry A
This record from the OMol25 dataset describes the molecule C3H4BrF. The level of theory is ωB97M-V with the def2-TZVPD basis set.

Output
<S²> = 2.009
HOMO-LUMO gap (alpha / beta) = 6.52 / 8.52 eV
multiplicity = 3

Last column: natural (NBO) charge in e.
Element x y z (Å)
C (1.207, -0.726, -0.013)  -0.24
C (-0.087, -0.278, -0.172)  -0.19
C (-0.951, 0.854, -0.018)  -0.04
F (-1.105, 0.478, 1.259)  -0.33
Br (2.908, -0.084, 0.654)  0.08
H (1.142, -1.808, -0.363)  0.19
H (-0.459, -1.082, -0.763)  0.18
H (-1.861, 0.710, -0.516)  0.17
H (-0.794, 1.937, -0.068)  0.18

Entry B
This record from the OMol25 dataset describes a 2-piece molecular cluster, C3H4BrF overall. The level of theory is ωB97M-V with the def2-TZVPD basis set.

Output
<S²> = 2.008
HOMO-LUMO gap (alpha / beta) = 6.51 / 7.90 eV
multiplicity = 3

Last column: natural (NBO) charge in e.
Element x y z (Å)
C (-0.157, 0.618, 0.222)  -0.20
C (0.738, 0.954, -0.956)  -0.49
C (-0.111, -0.240, -0.740)  -0.21
F (-1.235, -1.611, 2.322)  -0.56
Br (-0.308, -1.857, -1.512)  0.20
H (-0.634, -1.169, 1.760)  0.55
H (-0.555, 0.692, 1.255)  0.21
H (0.503, 1.809, -1.539)  0.25
H (1.760, 0.805, -0.812)  0.24

Stability summary - winner: entry A; margin: 6.1 kcal/mol.